C47H35AsCsIN4O3 | ωB97M-V with the def2-TZVPD basis set

Net charge   -2
Energy relative to the best compared isomer or geometry (same formula, charge and spin)   12.4 kcal per mole
LUMO level   3.783 eV
Orbital gap   0.20346 Ha
Spin multiplicity   1

Last column: Mulliken charge in e.
Geometry (Å):
Cs 1.709 -0.064 1.044  1.19
O 2.597 -4.951 1.616  -0.81
C 2.230 -3.799 1.297  0.27
N 2.714 -2.876 0.480  0.26
C 3.898 -3.070 -0.239  0.09
C 4.671 -4.245 -0.198  -0.75
C 5.843 -4.385 -0.931  -0.64
C 6.294 -3.348 -1.731  -0.49
C 5.543 -2.182 -1.797  -0.06
C 4.344 -2.021 -1.103  -0.01
N 3.692 -0.780 -1.217  -0.62
C 2.513 -0.658 -1.762  -1.23
O 1.822 0.401 -1.722  -0.38
C 1.813 -1.851 -2.397  1.19
C 2.426 -2.609 -3.392  -0.45
C 1.735 -3.669 -3.948  -0.55
C 0.459 -3.953 -3.481  -0.93
C -0.066 -3.140 -2.488  -0.41
N 0.573 -2.099 -1.966  0.39
C 0.898 -3.374 1.910  0.29
C -0.280 -3.956 1.434  -0.54
C -1.491 -3.538 1.945  -0.61
C -1.501 -2.561 2.936  -0.25
C -0.290 -2.054 3.367  -0.35
N 0.890 -2.447 2.869  -0.51
H 4.328 -5.044 0.439  0.49
H 6.407 -5.311 -0.861  0.35
H 7.217 -3.437 -2.296  0.34
H 5.868 -1.348 -2.410  0.42
H 3.437 -2.371 -3.691  0.52
H 2.189 -4.277 -4.723  0.42
H -0.117 -4.785 -3.868  0.42
H -1.061 -3.333 -2.094  0.46
H -0.218 -4.705 0.656  0.44
H -2.422 -3.939 1.564  0.31
H -2.427 -2.186 3.353  0.49
H -0.256 -1.272 4.119  0.43
I 2.917 2.772 3.491  0.03
C 1.413 2.588 4.962  -0.25
C 1.765 2.866 6.251  -0.64
C 0.789 2.748 7.268  -0.41
C -0.480 2.365 6.954  -0.89
C -0.847 2.079 5.613  1.28
C -2.170 1.692 5.290  -1.15
C -2.496 1.428 3.988  -0.61
C -1.517 1.528 2.972  -0.32
C -0.199 1.895 3.186  0.17
C 0.108 2.178 4.556  0.20
H 2.775 3.166 6.494  0.35
H 1.062 2.962 8.296  0.36
H -1.234 2.272 7.730  0.32
H -2.908 1.617 6.083  0.26
H -3.516 1.142 3.742  0.36
H -1.843 1.291 1.955  0.21
C -5.594 2.478 -1.348  -0.49
C -4.623 3.263 -0.744  -0.61
C -3.292 2.859 -0.751  0.06
C -2.919 1.662 -1.353  0.24
C -3.905 0.876 -1.948  -0.18
C -5.230 1.282 -1.955  -0.69
As -1.080 0.940 -1.269  0.12
C -0.736 1.041 -3.181  0.55
C -1.052 0.093 -4.138  -0.41
C -0.703 0.313 -5.465  -0.79
C -0.033 1.476 -5.822  -0.74
C 0.297 2.420 -4.859  -0.55
C -0.050 2.207 -3.531  0.16
C 0.282 3.095 -2.397  0.39
C 0.987 4.288 -2.479  -0.60
C 1.280 4.998 -1.322  -0.80
C 0.887 4.517 -0.080  -0.58
C 0.177 3.323 0.014  0.02
C -0.136 2.632 -1.145  -0.24
H -6.631 2.794 -1.341  0.34
H -4.899 4.194 -0.263  0.40
H -2.540 3.478 -0.276  0.30
H -3.638 -0.076 -2.394  0.28
H -5.983 0.657 -2.421  0.37
H -1.540 -0.832 -3.852  0.35
H -0.934 -0.433 -6.216  0.39
H 0.251 1.641 -6.855  0.37
H 0.843 3.311 -5.145  0.35
H 1.330 4.658 -3.439  0.36
H 1.843 5.922 -1.390  0.35
H 1.151 5.049 0.825  0.48
H -0.077 2.928 0.998  0.35
C -4.170 -0.569 1.160  -0.07
O -3.510 -1.511 0.332  -0.43
H -3.934 0.463 0.886  -0.06
H -3.922 -0.716 2.216  0.02
H -5.241 -0.722 1.025  0.40
H -2.558 -1.345 0.378  0.15